Formula: C6H8N
Source: the OMol25 dataset
Level of theory: ωB97M-V/def2-TZVPD

## Properties
LUMO level (alpha / beta)   -5.01 / -5.68 eV
Net charge   +1
Gap between HOMO and LUMO (alpha / beta)   8.341 / 7.161 eV

Geometry (Å):
C (-0.7350, 1.0995, -1.7822)
C (0.4354, 0.5843, -1.7834)
C (-0.6227, 0.4124, 0.8838)
C (-1.0249, 1.2327, 1.7893)
C (-0.0878, -1.8311, 0.7170)
C (1.0452, -0.2561, -0.6893)
N (0.0787, -0.5695, 0.3769)
H (-1.6084, 1.6181, -2.0680)
H (1.1066, 0.7200, -2.6394)
H (-0.5561, 1.2913, 2.7681)
H (-1.8442, 1.9191, 1.6372)
H (0.3353, -2.6224, 0.1256)
H (-0.6689, -2.0742, 1.5886)
H (1.4142, -1.1911, -1.1172)
H (1.8989, 0.2760, -0.2495)

Results of the Mulliken charge analysis, in e, for atoms 1 through 8:
1. C -0.62
2. C -0.11
3. C 0.42
4. C -0.69
5. C -0.18
6. C -0.38
7. N 0.03
8. H 0.43

---

Formula: C3H4N4
Source: the OMol25 dataset
Level of theory: ωB97M-V/def2-TZVPD

## Properties
LUMO level   0.31 eV
Gap between HOMO and LUMO   8.509 eV

Geometry (Å):
N (-1.1485, 1.3665, 0.5238)
C (-0.2371, 0.3819, -0.0639)
C (-0.0169, -0.5310, 0.9879)
N (0.8058, -1.5399, 0.6677)
C (1.2742, -1.5086, -0.5944)
N (1.0371, -0.6229, -1.5614)
N (0.2205, 0.4029, -1.2810)
H (-0.7684, 2.3085, 0.6177)
H (-2.0762, 1.4052, 0.1009)
H (-1.0351, 0.6516, 1.4914)
H (1.9446, -2.3144, -0.8887)

Results of the Mulliken charge analysis, in e, for atoms 1 through 8:
1. N -0.23
2. C 0.23
3. C -0.31
4. N -0.47
5. C 0.02
6. N -0.44
7. N -0.30
8. H 0.33

---

It is found that the relative energy (zero: lowest compared OMol25 entry of this formula, charge and spin) values, taken in the order of the records, are 164.2 116.2 kcal/mol.